Record 1
Formula: C36H46F5GeN6O4PRuS2
Source: OMol25
Level of theory: ωB97M-V with the def2-TZVPD basis set

ORCA input file:
```
! RIJCOSX wB97M-V def2-TZVPD def2/J DEFGRID3
* xyz -1 2
Ru -0.22240 0.07935 0.20203
C 4.37892 0.14077 3.20808
N 3.81539 -1.08312 2.72555
C 4.19692 -2.35709 3.01299
C 3.43375 -3.19923 2.27170
N 2.56296 -2.43688 1.49239
C 2.81013 -1.11535 1.79574
S 2.22903 0.29511 1.07965
C 1.67233 -2.95512 0.57527
C 1.91438 -4.23562 0.05004
C 0.99269 -4.84569 -0.75682
C -0.20025 -4.14129 -1.03952
C -0.34399 -2.87354 -0.54822
N 0.54299 -2.23680 0.23423
H 5.22625 -0.08014 3.85351
H 3.62735 0.71025 3.75876
H 4.69807 0.75283 2.36146
H 4.96681 -2.58074 3.72242
H 3.41723 -4.26694 2.26808
H 2.85100 -4.72901 0.27046
H 1.17311 -5.82895 -1.16671
H -0.97518 -4.57699 -1.64751
H -1.23457 -2.31088 -0.78695
C -0.15870 -1.55706 -5.30454
N -1.31172 -1.02997 -4.63771
C -2.55940 -0.80543 -5.15682
C -3.27932 -0.15976 -4.21388
N -2.47668 0.01602 -3.10930
C -1.26110 -0.53595 -3.36887
S 0.11777 -0.68247 -2.45545
C -2.84535 0.82377 -2.00940
C -3.53298 2.01304 -2.31491
C -4.02407 2.78812 -1.25373
C -3.76544 2.40533 0.02265
C -2.83374 1.28235 0.29780
N -2.55270 0.39898 -0.81375
H -0.42714 -1.84704 -6.31760
H 0.23036 -2.41944 -4.75964
H 0.62712 -0.79761 -5.32833
H -2.83210 -1.13151 -6.14033
H -4.30055 0.16348 -4.22268
H -3.66021 2.31404 -3.33917
H -4.61847 3.66797 -1.46868
H -4.16301 2.93012 0.87833
H -3.20844 0.67016 1.13551
F -3.01174 -2.00760 0.47749
C -2.38801 -1.76646 1.65266
C -1.30891 -0.87732 1.73503
C -0.84832 -0.70509 3.04108
F 0.14791 0.19260 3.26228
C -1.34330 -1.36447 4.16070
F -0.81195 -1.14685 5.38467
C -2.40087 -2.25110 4.01483
F -2.91264 -2.90379 5.07923
C -2.92424 -2.44099 2.74491
F -3.96994 -3.28072 2.58080
C 0.92258 3.14250 2.36850
Ge -1.03593 2.87072 2.20380
C -2.03507 2.31469 3.85744
C -1.67567 4.75632 1.88659
C -1.42229 1.78210 0.61490
H 1.14312 4.02212 2.96978
H 1.29715 3.29472 1.35756
H 1.43735 2.28249 2.77837
H -2.32406 3.20492 4.40788
H -1.46151 1.68348 4.52437
H -2.94016 1.78134 3.58118
H -1.34320 5.38575 2.70780
H -2.75533 4.83598 1.81645
H -1.23999 5.14625 0.97222
H -1.12578 2.40543 -0.24001
C 4.43490 1.63501 -3.80273
C 3.46394 1.47259 -2.62602
C 3.97358 2.24870 -1.41595
C 3.34044 -0.01091 -2.27762
O 2.21936 1.97162 -3.09335
P 0.95660 2.42170 -2.16524
O -0.21959 2.49984 -3.05918
O 0.93792 1.59722 -0.90937
O 1.41224 3.87485 -1.55798
C 1.28083 5.10704 -2.23481
C 2.14525 6.10578 -1.45081
C 1.77161 5.00104 -3.67764
C -0.18429 5.54733 -2.21068
H 5.40697 1.22368 -3.54315
H 4.54827 2.68596 -4.05563
H 4.04643 1.10898 -4.67025
H 4.95100 1.87292 -1.11644
H 3.27310 2.12794 -0.59613
H 4.05072 3.30643 -1.65367
H 4.31174 -0.41478 -1.99515
H 2.94810 -0.56380 -3.12856
H 2.65088 -0.13287 -1.44542
H 3.18429 5.78406 -1.45974
H 1.80826 6.14755 -0.41781
H 2.07460 7.09736 -1.89329
H 2.81487 4.69448 -3.69201
H 1.67186 5.95823 -4.18657
H 1.18498 4.24513 -4.19038
H -0.52111 5.62739 -1.17885
H -0.78049 4.79113 -2.71360
H -0.30781 6.50949 -2.70475
*
```

Summary:
- E (eV) = -158856.2227
- lowest unoccupied orbital energy (spin up / spin down) (eV) = 1.9878 / 1.9906
- relative energy (zero: lowest compared OMol25 entry of this formula, charge and spin) (kJ/mol) = 132.0
- gap between HOMO and LUMO (spin up / spin down) (eV) = 4.6 / 4.6

Results of the Löwdin charge analysis, in e, for atoms 1 through 6: Ru 1.0098; C -0.0444; N -0.1324; C -0.0458; C -0.0333; N 0.0178



Record 2
Formula: C36H46Ge2N3PRhS2
Source: OMol25
Level of theory: ωB97M-V with the def2-TZVPD basis set

ORCA input file:
```
! RIJCOSX wB97M-V def2-TZVPD def2/J DEFGRID3
* xyz 3 1
Rh -0.00147 -0.64122 0.52674
N 2.63369 0.03555 1.90904
P 2.33002 -0.57530 0.36691
C 2.83008 -2.28237 0.27228
C 2.36906 -3.06550 -0.78451
C 2.88189 -4.33749 -0.97206
C 3.84236 -4.83104 -0.09563
C 4.28434 -4.05953 0.97131
C 3.78661 -2.77915 1.15776
C 3.42453 0.36844 -0.67969
C 3.79670 1.67542 -0.33591
C 4.70555 2.36236 -1.12133
C 5.23391 1.76546 -2.26035
C 4.84753 0.48208 -2.62108
C 3.94983 -0.22050 -1.83426
C 1.63947 -0.03018 2.85355
C 1.86472 0.17864 4.21289
C 0.80520 0.10300 5.08391
C -0.47245 -0.20245 4.60258
C -0.63081 -0.39904 3.26181
N 0.40066 -0.29130 2.38262
H 3.55920 0.32516 2.19530
H 1.62331 -2.68348 -1.47296
H 2.54474 -4.93919 -1.80627
H 4.25682 -5.81869 -0.24981
H 5.02465 -4.45328 1.65464
H 4.14627 -2.18826 1.99056
H 3.38803 2.16430 0.53588
H 5.00544 3.36465 -0.84581
H 5.95523 2.30090 -2.86373
H 5.25792 0.02157 -3.50946
H 3.67091 -1.22585 -2.12210
H 2.86671 0.39057 4.56102
H 0.96357 0.27053 6.14148
H -1.32352 -0.28949 5.26223
H -1.59115 -0.63869 2.83086
C -3.86633 -0.98303 -2.70129
C -2.53647 -1.34170 -2.01411
Ge -2.53747 -0.48762 -0.26154
C -3.71755 -1.20632 1.11246
C -5.16389 -0.82237 0.75941
C -2.89512 1.37990 -0.46764
C -2.00186 2.37922 -0.35084
Ge -0.13054 1.87110 -0.18050
C 0.65499 1.73908 -1.96545
C 0.87811 3.10195 -2.63820
C 0.72539 2.76198 1.33772
C 0.82158 4.29208 1.31462
C -2.44771 3.79014 -0.38764
C -3.76789 4.11812 -0.04816
C -4.21976 5.42140 -0.13833
C -3.35359 6.42873 -0.54776
C -2.03766 6.12657 -0.87165
C -1.59071 4.82041 -0.78059
H -3.83506 -1.37403 -3.71907
H -4.03024 0.09136 -2.77628
H -4.72393 -1.43197 -2.20534
H -1.68748 -0.98138 -2.60011
H -2.42014 -2.41345 -1.89578
H -3.44694 -0.77815 2.07699
H -3.56653 -2.28306 1.17726
H -5.30459 0.25635 0.69384
H -5.82622 -1.18264 1.54722
H -5.49803 -1.26921 -0.17461
H -3.91826 1.61720 -0.76036
H -0.02395 1.12551 -2.56518
H 1.59431 1.20635 -1.89183
H -0.05502 3.62012 -2.84780
H 1.37537 2.93843 -3.59508
H 1.51923 3.75647 -2.04526
H 1.71997 2.33698 1.43707
H 0.15226 2.42896 2.20723
H 1.40294 4.65699 0.46680
H 1.32129 4.63375 2.22200
H -0.15692 4.76413 1.28840
H -4.44327 3.35033 0.30610
H -5.24460 5.65752 0.11332
H -3.70063 7.45212 -0.59803
H -1.36466 6.90992 -1.19310
H -0.56133 4.60540 -1.03535
S -0.67710 -2.92784 1.14408
C -0.89277 -4.30908 0.13756
N -1.06143 -5.48484 0.68847
C -1.18235 -6.66431 -0.18017
C -1.18884 -6.15803 -1.63417
S -0.88007 -4.35825 -1.57469
H -1.08441 -5.57556 1.69658
H -2.10383 -7.18853 0.06466
H -0.34552 -7.33449 0.00788
H -2.14263 -6.32255 -2.12663
H -0.40172 -6.61685 -2.22550
*
```

Summary:
- E (eV) = -189523.2884
- lowest unoccupied orbital energy (eV) = -10.8196
- gap between HOMO and LUMO (eV) = 4.4

Results of the Löwdin charge analysis, in e, for atoms 1 through 6: Rh 0.3934; N -0.0675; P 0.9962; C -0.3687; C -0.1547; C -0.0571



Record 3
Formula: C36H46GeN8O6SeV
Source: OMol25
Level of theory: ωB97M-V with the def2-TZVPD basis set

ORCA input file:
```
! RIJCOSX wB97M-V def2-TZVPD def2/J DEFGRID3
* xyz -2 4
V -0.42298 -0.09661 -0.93461
O 0.64971 -0.92363 -2.48309
C 0.90537 -0.67644 -3.69340
C 1.41954 -1.64485 -4.62269
C 1.88974 -1.21443 -5.85450
C 1.88324 0.10295 -6.26218
C 1.06218 0.99432 -5.52347
C 0.56922 0.64852 -4.26292
C -0.41283 1.45281 -3.66718
N -0.67677 1.30996 -2.33500
N -1.27622 2.26726 -1.65083
C -2.17440 3.17121 -2.25693
O -2.46294 3.11903 -3.46082
C -2.70310 4.09078 -1.30933
C -2.32582 4.20126 0.00203
C -3.10226 5.05708 0.88495
C -4.14837 5.82430 0.39583
C -4.53540 5.70885 -0.93313
C -3.77115 4.85086 -1.79991
H 1.33417 -2.68755 -4.26952
H 2.34078 -2.01669 -6.49178
H 2.39919 0.49490 -7.17644
H 0.91296 2.03842 -5.80628
H -0.79214 2.40488 -4.12693
H -1.39522 3.77532 0.43240
H -2.93254 5.05517 1.93194
H -4.51797 6.60121 1.00019
H -5.19381 6.46200 -1.32297
H -3.93252 4.89228 -2.84731
O -5.25740 -1.90516 3.34490
C -4.59057 -0.85147 3.64167
O -4.90829 -0.10791 4.57693
C -3.41551 -0.55603 2.77867
C -3.43632 0.65311 2.01134
C -2.40872 0.95917 1.15885
N -1.43878 0.04249 0.96417
C -1.30134 -1.05499 1.75637
C -2.29637 -1.33114 2.72086
C -0.23066 -1.99703 1.33107
O -0.02354 -3.03659 1.98158
O 0.38389 -1.53872 0.27677
H -4.27197 1.33750 1.99489
H -2.21751 1.85758 0.56006
H -2.25228 -2.31723 3.17969
C 3.27677 -3.28226 3.65016
Ge 4.83596 -3.56544 2.48992
C 6.42759 -4.38127 3.59360
C 5.40383 -1.97485 1.52263
C 4.41796 -5.20913 1.42843
Se 4.28501 -4.76472 -0.48601
C 2.32694 -4.68807 -0.50099
H 3.02717 -2.23252 3.84233
H 3.58019 -3.70889 4.58858
H 2.36578 -3.82231 3.23467
H 7.10062 -4.90179 2.87539
H 6.02169 -5.08263 4.30744
H 6.88120 -3.58769 4.16152
H 5.61108 -1.18989 2.25822
H 4.56123 -1.69972 0.87172
H 6.41507 -2.16631 1.13929
H 3.47047 -5.69482 1.78302
H 5.23566 -5.89178 1.57191
H 2.05330 -5.33708 -1.28655
H 2.06102 -3.66539 -0.81584
H 1.89162 -4.93225 0.49187
C -3.53225 -3.98497 -0.88430
C -3.92558 -2.89734 -1.82010
C -4.10799 -3.20582 -3.32882
C -5.09006 -2.11055 -1.19490
C -2.79721 -1.99061 -1.74193
N -1.87279 -1.27524 -1.62290
H -4.36017 -4.73746 -0.81736
H -3.31321 -3.49032 0.09083
H -2.66953 -4.62266 -1.08801
H -4.77349 -4.03313 -3.55193
H -3.14055 -3.48208 -3.72536
H -4.40085 -2.26589 -3.85922
H -6.02170 -2.71636 -1.22883
H -5.28285 -1.19622 -1.72792
H -4.84583 -1.88229 -0.15027
C 1.30184 5.52174 1.61542
C 2.37564 4.61527 2.37179
C 1.67229 3.91147 3.54360
C 3.17558 3.73495 1.37081
N 2.40026 2.57900 0.97961
C 1.49499 2.37188 0.01222
N 1.33619 1.07978 -0.20761
N 2.11525 0.40796 0.71276
N 2.84139 1.25458 1.33166
H 1.30062 6.57432 2.04256
H 0.28571 5.14286 1.61643
H 1.63856 5.65164 0.61451
H 3.07659 5.31287 2.83428
H 0.91032 3.23136 3.16367
H 1.31444 4.63379 4.28341
H 2.46000 3.32425 3.98334
H 4.11717 3.39363 1.77935
H 3.25751 4.39652 0.49786
H 0.88527 3.11518 -0.44990
*
```

Summary:
- E (eV) = -209833.7584
- lowest unoccupied orbital energy (spin up / spin down) (eV) = 3.6873 / 3.6862
- relative energy (zero: lowest compared OMol25 entry of this formula, charge and spin) (kJ/mol) = 0.0
- gap between HOMO and LUMO (spin up / spin down) (eV) = 4.9 / 5.5

Results of the Löwdin charge analysis, in e, for atoms 1 through 6: V 0.6897; O -0.1396; C -0.3590; C -0.0411; C -0.1754; C -0.1626